{
  "formula": "C37H53CuN4O2P2",
  "method": "the ωB97M-V functional and the def2-TZVPD basis",
  "gap_ev": [5.69, 6.42],
  "total_charge": 1,
  "lumo_ev": [-2.807, -2.836],
  "molar_mass_da": 711.4,
  "multiplicity": 2,
  "s2": 0.762,
  "e_above_lowest_kcal_mol": 68.6,
  "energy_ev": -112493.1821,
  "species": ["C", "C", "C", "C", "C", "H", "H", "H", "N", "P", "P", "C", "H", "H", "C", "H", "C", "C", "C", "C", "C", "H", "H", "H", "C", "H", "H", "H", "C", "H", "H", "H", "C", "H", "H", "H", "C", "H", "H", "H", "C", "H", "H", "H", "C", "H", "H", "H", "C", "H", "H", "H", "C", "H", "H", "H", "C", "H", "H", "H", "C", "H", "H", "H", "C", "H", "H", "H", "Cu", "C", "O", "N", "C", "C", "C", "C", "C", "H", "C", "H", "C", "H", "H", "H", "N", "C", "O", "C", "C", "C", "N", "C", "C", "H", "H", "H", "H", "H", "H"],
  "xyz": [[-1.896, -1.335, -1.796], [0.179, -1.831, -2.846], [-2.519, -2.010, -2.840], [-0.474, -2.049, -4.060], [-1.833, -2.313, -4.028], [-3.572, -2.183, -2.749], [0.143, -2.219, -4.968], [-2.344, -2.816, -4.849], [-0.515, -1.310, -1.743], [-2.281, 0.840, 0.043], [2.122, -1.510, -0.954], [-2.777, -0.738, -0.706], [-3.780, -0.590, -1.141], [-2.928, -1.478, 0.102], [1.567, -1.945, -2.629], [2.249, -1.610, -3.424], [3.768, -0.311, -0.726], [2.499, -3.357, -0.869], [-2.829, 2.228, -1.133], [-3.288, 0.840, 1.637], [3.514, 1.036, -0.033], [3.112, 0.911, 0.980], [4.473, 1.576, 0.086], [2.838, 1.682, -0.604], [4.801, -1.024, 0.143], [4.405, -1.181, 1.154], [5.138, -1.977, -0.265], [5.690, -0.387, 0.257], [4.278, -0.012, -2.139], [5.213, 0.569, -2.070], [4.495, -0.921, -2.714], [3.558, 0.602, -2.702], [2.909, -3.706, 0.558], [2.112, -3.411, 1.267], [3.029, -4.801, 0.572], [3.852, -3.226, 0.859], [1.236, -4.175, -1.207], [0.419, -3.938, -0.510], [0.884, -4.004, -2.223], [1.492, -5.245, -1.186], [3.602, -3.615, -1.922], [3.262, -3.309, -2.925], [4.534, -3.066, -1.730], [3.780, -4.698, -1.989], [-3.274, 2.232, 2.285], [-3.844, 2.182, 3.227], [-2.253, 2.542, 2.536], [-3.743, 3.005, 1.665], [-2.639, -0.158, 2.612], [-2.582, -1.173, 2.203], [-1.631, 0.164, 2.891], [-3.241, -0.202, 3.532], [-4.742, 0.394, 1.381], [-5.268, 0.390, 2.350], [-5.292, 1.078, 0.719], [-4.805, -0.628, 0.976], [-2.506, 1.841, -2.586], [-2.793, 2.678, -3.245], [-1.440, 1.670, -2.749], [-3.057, 0.951, -2.915], [-2.057, 3.511, -0.753], [-0.976, 3.381, -0.879], [-2.386, 4.331, -1.415], [-2.261, 3.821, 0.281], [-4.336, 2.497, -1.061], [-4.920, 1.612, -1.340], [-4.665, 2.884, -0.093], [-4.569, 3.272, -1.805], [-0.121, 0.672, 0.273], [0.248, -1.331, -0.465], [-0.281, -1.885, 0.525], [0.593, 1.637, -1.356], [0.674, 2.259, -2.408], [1.283, 2.416, -3.726], [1.652, 3.752, -3.972], [1.543, 1.461, -4.756], [1.903, 4.212, -5.290], [1.614, 4.539, -3.193], [1.862, 1.892, -6.064], [1.471, 0.385, -4.584], [1.995, 3.271, -6.345], [1.940, 5.318, -5.475], [1.956, 1.162, -6.904], [2.171, 3.600, -7.392], [0.375, 2.553, 6.931], [1.170, 1.643, 6.308], [2.006, 0.940, 6.909], [1.009, 1.567, 4.817], [0.414, 2.581, 4.071], [0.225, 2.356, 2.707], [0.558, 1.207, 2.082], [1.190, 0.245, 2.792], [1.435, 0.410, 4.154], [0.372, 2.515, 7.954], [-0.476, 2.900, 6.502], [0.109, 3.536, 4.508], [-0.203, 3.141, 2.084], [1.494, -0.663, 2.248], [1.963, -0.385, 4.678]]
}